No. 1
ORCA calculation (ωB97M-V/def2-TZVPD) on C12H28NO2P2Yb as an isolated structure at a distorted geometry.

The geometry in XYZ format:
```
46
Properties=species:S:1:pos:R:3:forces:R:3:lowdin_spin:R:1
Yb 0.229 -0.691 1.097 -0.10 1.12 1.79 0.994
P 2.148 1.314 1.253 0.52 0.18 -0.56 0.001
P -2.409 -0.799 0.228 -0.22 -0.57 -0.86 0.001
O -0.593 -3.332 -2.099 0.71 -0.40 -0.11 0.000
O 0.237 -2.968 0.440 0.21 -0.78 0.34 0.001
N 0.039 0.774 -0.927 -0.34 0.16 -0.06 0.000
C 0.013 1.934 -3.457 0.13 -0.11 0.38 0.000
C 0.808 1.849 -1.186 0.14 0.13 -0.25 0.000
C 1.689 2.465 -0.115 -0.10 -0.21 -0.07 0.000
C -3.929 0.203 0.141 0.00 0.32 0.46 0.000
C -3.134 -2.477 0.194 -0.17 -0.27 0.25 0.000
C -0.822 0.867 -3.158 -0.06 0.18 0.12 0.000
C 2.637 2.568 2.481 -0.22 -0.13 0.48 0.000
C 0.812 2.450 -2.441 -0.20 -0.09 -0.13 0.000
C 0.053 -1.102 3.455 0.28 0.01 -0.77 -0.002
C -1.838 -0.737 -1.531 0.10 -0.28 -0.36 0.000
C 3.827 0.858 0.650 0.16 -0.13 0.14 0.000
C -0.837 0.350 -1.864 0.20 0.00 -0.17 0.000
H 2.624 2.829 -0.569 -0.35 -0.03 0.04 0.000
H 0.363 -3.731 1.034 -0.26 0.45 -0.21 0.000
H 1.998 -1.588 0.371 0.12 -0.32 -0.20 -0.001
H 2.844 2.029 3.416 -0.02 0.39 -0.11 0.000
H -3.925 -2.557 -0.565 0.18 0.00 0.17 0.000
H 3.728 0.339 -0.312 0.10 0.07 0.25 0.000
H -1.489 0.421 -3.887 0.07 0.20 -0.02 0.000
H 1.794 3.258 2.628 0.26 -0.22 0.16 0.000
H -4.289 0.298 1.176 -0.11 0.16 -0.39 0.000
H 4.243 0.152 1.384 0.07 0.16 -0.32 0.000
H 1.037 -1.495 3.756 -0.19 -0.20 0.31 0.000
H 1.258 -2.498 0.347 0.17 0.30 -0.07 0.000
H 1.449 3.318 -2.583 -0.11 -0.13 -0.16 0.000
H -1.416 -1.747 -1.817 -0.45 1.04 0.37 0.000
H -2.746 -0.588 -2.140 0.38 -0.07 -0.02 0.000
H -2.367 -3.238 -0.005 -0.20 0.29 0.10 0.000
H -0.203 -0.238 4.080 0.05 -0.26 -0.13 0.000
H 4.487 1.735 0.553 -0.15 -0.32 -0.02 0.000
H 0.037 2.362 -4.451 -0.02 -0.01 0.01 0.000
H -0.363 1.096 1.863 -0.14 0.25 -0.48 0.004
H -4.705 -0.261 -0.489 0.37 0.09 0.20 0.000
H 3.533 3.120 2.159 -0.33 -0.17 0.08 0.000
H -3.679 1.198 -0.248 -0.12 -0.17 0.20 0.000
H 1.193 3.339 0.338 -0.09 -0.36 -0.21 0.000
H -3.563 -2.662 1.188 0.02 -0.10 -0.28 0.000
H -0.168 -3.369 -1.202 -0.19 0.06 -0.65 0.000
H 0.114 -3.169 -2.746 -0.28 -0.20 0.45 0.000
H -0.718 -1.880 3.560 0.16 -0.06 0.31 0.000
```
Positions in Å, forces in eV/Å.

Values from the calculation:
Gap between HOMO and LUMO (spin up / spin down), eV: 6.94 / 6.98
Charge: 0
HOMO energy (spin up / spin down), eV: -6.55 / -6.58
Multiplicity: 2

---

No. 2
ORCA calculation (ωB97M-V/def2-TZVPD) on one molecule with the formula C2H3FO2 at a distorted geometry.

The geometry in XYZ format:
```
8
Properties=species:S:1:pos:R:3:forces:R:3:lowdin_charge:R:1
F -1.860 0.757 0.258 -0.67 0.15 0.47 0.097
O -0.085 0.705 -1.092 0.05 -0.63 -1.66 0.103
O -1.109 -1.248 -0.315 -0.01 -1.06 -0.25 0.132
C -0.778 0.039 -0.134 -1.28 1.40 0.20 -0.678
C 0.520 0.570 0.180 -0.78 -2.85 -0.09 -0.011
H -1.555 -1.632 0.463 0.34 0.55 -0.40 0.140
H 0.552 1.410 0.746 0.64 2.40 1.66 0.095
H 1.123 -0.296 0.287 1.71 0.04 0.06 0.122
```
Positions in Å, forces in eV/Å.

Values from the calculation:
SMILES string: O[C@@]1(F)CO1
ΔE to the lowest compared entry with this formula, charge and spin, kcal per mole: 36.4
Gap between HOMO and LUMO, eV: 11.46
Charge: 0
HOMO energy, eV: -10.77

---

No. 3
ORCA calculation (ωB97M-V/def2-TZVPD) on C4H2FNS2 as an isolated structure at a distorted geometry.

The geometry in XYZ format:
```
10
Properties=species:S:1:pos:R:3:forces:R:3:lowdin_charge:R:1
S -1.602 -2.504 0.569 0.58 0.89 0.34 0.721
S -0.078 -0.037 1.748 0.09 0.08 0.66 1.008
F -0.418 -0.448 -1.678 0.03 -0.29 -0.06 0.015
N -0.757 2.853 -0.279 1.53 -2.96 0.19 0.169
C -0.186 1.832 -0.161 -1.01 2.60 -0.44 -0.227
C 0.614 0.647 0.176 0.20 0.40 0.92 -0.432
C 0.263 -0.678 -0.506 -1.40 0.75 -0.76 -0.432
C -0.604 -1.227 0.613 -0.49 -1.19 -0.72 -1.094
H 1.084 -1.322 -0.727 0.83 -0.33 0.01 0.148
H 1.682 0.885 0.246 -0.35 0.06 -0.14 0.125
```
Positions in Å, forces in eV/Å.

Values from the calculation:
ΔE to the lowest compared entry with this formula, charge and spin, kcal per mole: 8.0
Gap between HOMO and LUMO, eV: 8.42
Charge: 0
HOMO energy, eV: -9.41

---

No. 4
ORCA calculation (ωB97M-V/def2-TZVPD) on a 2-piece molecular cluster, C2H9NO overall at a distorted geometry.

The geometry in XYZ format:
```
13
Properties=species:S:1:pos:R:3:forces:R:3:lowdin_spin:R:1
O -1.522 -0.784 1.559 0.14 0.19 -0.24 0.023
N -0.478 0.244 -1.100 0.88 -0.68 -2.09 0.667
C 1.649 -0.198 -0.022 0.13 -0.38 0.63 0.018
C 0.719 0.825 -0.634 0.22 -0.29 0.81 0.138
H -0.484 -0.784 -1.172 -0.38 0.13 0.55 0.016
H 1.479 -0.276 1.051 -0.27 -0.19 0.02 0.003
H -2.285 -0.290 1.883 -0.02 -0.12 0.13 0.000
H -0.894 0.652 -1.943 -0.54 0.32 0.56 0.014
H 1.148 1.417 -1.454 -0.15 0.31 0.00 0.044
H 2.702 0.063 -0.082 -0.01 0.26 -0.45 0.006
H 1.503 -1.181 -0.473 0.17 0.02 0.00 0.000
H -1.317 -0.367 0.715 -0.28 -0.03 0.32 0.003
H 0.418 1.537 0.164 0.13 0.44 -0.24 0.067
```
Positions in Å, forces in eV/Å.

Values from the calculation:
ΔE to the lowest compared entry with this formula, charge and spin, kcal per mole: 6.7
Gap between HOMO and LUMO (spin up / spin down), eV: 11.90 / 6.32
Charge: +1
HOMO energy (spin up / spin down), eV: -15.72 / -15.69
Multiplicity: 2